Here is 4 unconnected molecules or ions with the total composition C12H21O13PS2 from the OMol25 dataset. Energies are from wB97M-V/def2-TZVPD.

Geometry as ORCA input:
```
! RIJCOSX wB97M-V def2-TZVPD def2/J DEFGRID3
* xyz 0 1
C 1.8288 -2.2132 -0.3709
C 1.8644 -1.5632 -1.7611
S 1.7821 0.2448 -1.7856
C 0.0257 0.5672 -1.7045
O -0.5872 -0.0255 -0.5352
S -2.1860 -0.2454 -0.5386
O -2.4174 -1.0977 0.6135
O -2.3041 -1.2302 -1.8928
P -2.2078 -2.8486 -1.7686
O -3.4443 -3.5828 -1.4359
H 1.4129 -3.2238 -0.4324
H 2.8365 -2.3098 0.0373
H 1.2197 -1.6457 0.3307
H 1.0882 -1.9584 -2.4278
H 2.8153 -1.7889 -2.2505
H -0.0417 1.6563 -1.6563
H -0.4722 0.2128 -2.6087
H -1.7019 -3.1193 -3.0487
H -1.1272 -3.0392 -0.8976
C 3.0822 5.0004 -0.0352
C 2.3026 4.0454 0.8452
O 1.1478 3.7693 0.0313
C 1.4744 3.9949 -1.2557
O 0.7934 3.6886 -2.1851
O 2.6737 4.6000 -1.3506
H 4.1586 4.8993 0.0676
H 2.7904 6.0421 0.1115
H 2.8385 3.1175 1.0236
H 1.9850 4.4734 1.7919
C -6.2325 -4.9275 -2.0662
C -7.1440 -3.8191 -2.5530
O -8.2087 -4.5490 -3.1717
C -8.2454 -5.7919 -2.6339
O -9.1137 -6.5795 -2.8174
O -7.1578 -6.0045 -1.8624
H -5.7103 -4.6952 -1.1443
H -5.5045 -5.2283 -2.8203
H -7.5549 -3.2292 -1.7318
H -6.6808 -3.1575 -3.2796
C 5.6546 3.5865 5.5191
C 4.3914 2.7479 5.5946
O 3.8916 2.8410 4.2552
C 4.9227 3.1311 3.4326
O 4.8618 3.1069 2.2456
O 6.0233 3.4507 4.1416
H 6.4624 3.2279 6.1502
H 5.4671 4.6412 5.7260
H 4.5988 1.7000 5.8154
H 3.6484 3.1284 6.2895
*
```

orbital gap = 9.469 eV
highest occupied orbital energy = -9.24 eV
LUMO level = 0.2 eV

Here is a molecular structure, C12H22BrN9O3SZn in a non-equilibrium geometry from the OMol25 dataset. Energies are from wB97M-V/def2-TZVPD.

Geometry as ORCA input:
```
! RIJCOSX wB97M-V def2-TZVPD def2/J DEFGRID3
* xyz 2 1
Zn -0.5586 0.3537 -0.7244
Br -1.1438 1.6362 3.3135
C 0.2597 0.4922 2.7439
C 1.0474 -0.0605 3.8179
C 2.0154 -0.9946 3.6060
C 2.2605 -1.3739 2.2997
C 1.6162 -0.6074 1.3068
N 0.5904 0.2861 1.5012
C 1.8800 -1.0067 -0.1092
O 2.5923 -2.0230 -0.3119
O 1.3438 -0.3581 -1.0534
H 0.8643 0.3854 4.7912
H 2.5526 -1.5692 4.4189
H 2.9175 -2.1499 1.9532
C -0.1267 5.4359 0.5361
C -1.2458 4.4378 0.4964
N -2.3951 4.6671 1.0710
N -3.1141 3.5208 0.8493
C -2.3878 2.5735 0.2525
S -2.7597 0.9657 -0.1343
N -1.1649 3.1552 -0.0244
N 0.0005 2.4569 -0.4681
H -0.6749 6.4002 0.5725
H 0.5233 5.5383 -0.3927
H 0.5389 5.4009 1.4029
H -4.0778 3.4315 1.1247
H 0.2754 2.7573 -1.4006
H 0.7536 2.3564 0.2443
N -0.5773 -4.2241 0.4966
C -1.0278 -3.0335 0.9656
N -1.1842 -2.8868 2.2961
O -1.2251 -2.0945 0.1790
H -0.6367 -5.0511 1.0368
H -0.5578 -4.3062 -0.5005
H -1.4392 -3.6524 2.9042
H -1.7463 -2.0576 2.5520
N 1.7706 -2.5565 -2.9495
C 0.3667 -2.1478 -3.1507
C 0.1767 -0.7253 -3.5825
N -0.9121 -0.0001 -2.8354
H 1.8051 -3.5600 -2.9802
H 2.1314 -2.3353 -1.8872
H 2.4668 -2.1777 -3.6319
H -0.1889 -2.3346 -2.2113
H -0.0707 -2.7482 -3.9429
H -0.0031 -0.7238 -4.6812
H 1.0674 -0.1440 -3.4132
H -1.8083 -0.3010 -3.1981
H -0.7901 0.9525 -3.1490
*
```

orbital gap = 9.107 eV
highest occupied orbital energy = -14.50 eV
LUMO level = -5.4 eV

Here is 7 unconnected molecules or ions with the total composition C12H22Cl4F12N5O10S4 in a non-equilibrium geometry from the OMol25 dataset. Energies are from wB97M-V/def2-TZVPD.

Geometry as ORCA input:
```
! RIJCOSX wB97M-V def2-TZVPD def2/J DEFGRID3
* xyz -2 2
N 0.3306 0.0150 0.2509
H -0.1921 -0.5709 0.8861
H -0.2941 0.2624 -0.5032
H 1.0693 -0.5663 -0.1186
H 0.6485 0.8033 0.7965
C 2.2937 1.8670 3.8906
F 3.0542 0.9640 3.3651
F 2.3088 1.7914 5.1843
F 2.8220 3.0499 3.6386
S 0.5237 1.8010 3.1290
O 0.0592 0.4157 3.2185
O -0.3533 2.7220 3.8554
N 0.8428 2.1941 1.5123
S 0.3241 3.6962 1.3354
O -1.1335 3.8319 1.0545
O 0.8920 4.7149 2.2180
C 1.1430 4.1242 -0.3604
F 0.4938 5.1225 -0.9416
F 2.4205 4.4451 -0.1749
F 1.0779 3.0671 -1.1433
C 1.9698 -2.9605 1.8503
F 0.8425 -3.5726 1.4745
F 1.6823 -1.7967 2.3590
F 2.7494 -3.6324 2.6957
S 3.1547 -2.6650 0.3200
O 4.3440 -2.0025 0.8887
O 3.3797 -4.0202 -0.2118
N 2.1657 -1.6074 -0.6910
S 2.8762 -1.7229 -2.0624
O 4.3270 -1.4087 -2.0010
O 2.5139 -2.9817 -2.6898
C 1.9517 -0.3300 -3.0510
F 2.7484 -0.0218 -4.0874
F 0.7677 -0.7402 -3.4500
F 1.8190 0.7343 -2.2867
C -2.8595 0.4357 1.7934
C -2.6580 -1.0629 1.5773
O -1.5658 -1.4938 1.3944
N -3.7424 -1.8203 1.5285
C -3.6740 -3.2823 1.6818
H -3.0914 0.9310 0.8505
H -2.1377 0.8898 2.4723
H -3.7745 0.5865 2.3662
H -4.6504 -1.3782 1.5458
H -4.3124 -3.5980 2.5070
H -2.6744 -3.6871 1.8397
H -3.9813 -3.9367 0.8661
C -1.4220 2.0070 -3.4721
C -2.0861 1.1885 -2.4371
O -1.6016 1.0550 -1.3147
N -3.2644 0.6422 -2.7093
C -4.0880 -0.1832 -1.7822
H -1.5944 3.0810 -3.4009
H -1.5849 1.7376 -4.5156
H -0.3580 1.7754 -3.4247
H -3.5886 0.7700 -3.6572
H -3.3985 -0.8363 -1.2473
H -4.7479 -0.8336 -2.3564
H -4.5421 0.3992 -0.9804
C 4.1140 1.4588 0.0779
Cl 4.5179 1.9198 -1.5616
Cl 5.0689 2.3472 1.2913
H 3.0721 1.7501 0.2107
H 4.2211 0.3810 0.2005
C -0.9604 -3.1767 -1.8027
Cl -2.2443 -4.2906 -1.3328
Cl -0.6830 -3.1451 -3.5418
H -1.2871 -2.1755 -1.5215
H -0.0440 -3.4776 -1.2951
*
```

orbital gap (alpha / beta) = 2.119 / 9.650 eV
highest occupied orbital energy (alpha / beta) = 2.11 / -5.44 eV
LUMO level (alpha / beta) = 4.2 / 4.2 eV

Here is a molecular structure, C12H22Cl8Mg2O4 in a non-equilibrium geometry from the OMol25 dataset. Energies are from wB97M-V/def2-TZVPD.

Geometry as ORCA input:
```
! RIJCOSX wB97M-V def2-TZVPD def2/J DEFGRID3
* xyz 2 1
Mg -10.5027 0.1430 -7.7761
Mg -8.0543 -3.6900 -5.7637
C -13.6606 -5.1654 -7.9390
C -12.4546 -4.2944 -7.6953
O -12.3848 -3.1374 -7.9498
O -11.4121 -4.7702 -7.1771
H -13.8572 -5.7569 -7.0448
H -13.4164 -5.7891 -8.7989
H -14.5946 -4.6132 -8.0439
C -5.2889 -1.6175 -10.5100
C -6.3733 -1.6837 -9.5038
O -6.1860 -2.4606 -8.5395
O -7.4696 -1.0650 -9.7041
H -5.5978 -1.7936 -11.5403
H -4.5422 -2.3826 -10.2978
H -4.8009 -0.6505 -10.3883
Cl -5.7240 -7.6350 -10.7485
C -6.9294 -7.7688 -12.0846
C -8.0877 -6.7263 -11.9554
Cl -9.3564 -7.0665 -13.1413
H -7.1269 -8.8305 -12.2328
H -6.3696 -7.4053 -12.9463
H -7.6919 -5.7434 -12.2110
H -8.6146 -6.8583 -11.0104
Cl -5.3314 -2.7811 -16.7660
C -5.3562 -1.6686 -18.0974
C -6.1473 -2.0968 -19.2968
Cl -5.9492 -0.8345 -20.4547
H -4.3228 -1.4630 -18.3764
H -5.8009 -0.7274 -17.7740
H -7.2154 -2.2779 -19.1760
H -5.5561 -2.9211 -19.6958
Cl -1.8965 2.8903 -15.7647
C -2.2009 2.7433 -14.0422
C -1.0988 1.9126 -13.4123
Cl -0.9166 0.4263 -14.3274
H -3.1580 2.2741 -13.8143
H -2.2275 3.7508 -13.6272
H -1.4163 1.5241 -12.4446
H -0.1199 2.3920 -13.4139
Cl -13.1604 -1.5861 -13.6722
C -11.3478 -1.4198 -13.7928
C -10.7662 -0.0082 -14.1151
Cl -11.1105 0.4533 -15.7992
H -11.0966 -2.1401 -14.5714
H -10.9083 -1.6963 -12.8345
H -9.7005 -0.0069 -13.8865
H -11.3080 0.6458 -13.4319
*
```

orbital gap = 1.342 eV
energy relative to the best compared isomer or geometry (same formula, charge and spin) = 350.1 kcal/mol
highest occupied orbital energy = -13.08 eV
LUMO level = -11.7 eV

Here is a gas-phase ion, C12H22FN3O6P (charge -1) in a non-equilibrium geometry from the OMol25 dataset. Energies are from wB97M-V/def2-TZVPD.

Geometry as ORCA input:
```
! RIJCOSX wB97M-V def2-TZVPD def2/J DEFGRID3
* xyz -1 1
C -1.6481 -4.7310 0.6696
C -2.9046 -4.1751 -0.2543
O -3.4538 -5.0188 -1.1368
O -3.4263 -2.7728 -0.1791
C -2.3763 -1.9210 -0.7684
C -2.7469 -0.3072 -0.7793
C -1.9056 0.4921 -1.9350
C -0.8423 1.6198 -1.3490
N -0.3131 1.3132 0.0338
P -0.5488 2.8059 0.9733
N 0.0909 2.7043 2.6332
O -2.2973 3.0229 1.2044
C 1.1139 0.8200 0.0314
C 2.2488 1.9492 -0.3185
C 3.7818 1.2847 -0.2383
N 4.8034 2.3863 -0.5917
C 1.5024 0.0314 1.4551
C 0.2163 -0.8027 2.0532
O -0.8804 -0.2673 2.6077
F 0.2285 -2.3058 1.9366
C 1.2857 -0.3629 -1.1399
O 1.7202 -0.0490 -2.3924
O 1.0396 -1.7999 -0.8964
H -1.4993 -5.9065 0.5388
H -0.6692 -4.2111 0.2924
H -1.8157 -4.5436 1.8324
H -1.4278 -2.0312 -0.0592
H -2.1036 -2.2960 -1.8681
H -3.9057 -0.2518 -1.0548
H -2.6546 0.1273 0.3025
H -1.3104 -0.3073 -2.5488
H -2.7145 1.0671 -2.5975
H -1.4851 2.6204 -1.2415
H 0.0079 1.9047 -2.1378
H 0.9735 3.2816 2.6213
H -0.5267 3.1970 3.3266
H -2.7953 2.2362 0.8348
H 2.1734 2.3787 -1.4281
H 2.2775 2.8726 0.3985
H 3.9548 0.4370 -1.0261
H 4.0656 0.9663 0.8739
H 5.7379 1.9025 -0.4334
H 4.7152 2.5129 -1.6250
H 2.3760 -0.7163 1.1882
H 1.9385 0.8435 2.1919
*
```

orbital gap = 7.962 eV
SMILES = CC(=O)OCCCCN(P(N)O)[C@@](CCN)(CC(=O)F)C(=O)[O-]
highest occupied orbital energy = -5.02 eV
LUMO level = 2.9 eV

Here is a molecular structure, C12H22N2O6STi in a non-equilibrium geometry from the OMol25 dataset. Energies are from wB97M-V/def2-TZVPD.

Geometry as ORCA input:
```
! RIJCOSX wB97M-V def2-TZVPD def2/J DEFGRID3
* xyz 0 3
Ti -0.7770 0.2851 -0.5463
O -0.8203 -3.3589 0.9631
C -0.9795 -2.0355 0.6401
O 0.0838 -1.3162 0.2583
C -2.2808 -1.4600 1.0993
O -2.5426 -0.1494 0.4895
C -3.4784 -0.1940 -0.6432
C -2.8928 -0.9750 -1.8357
O -3.6467 -1.5272 -2.6011
O -1.5882 -0.9236 -1.8989
H -0.0549 -3.6703 0.4675
H -2.3142 -1.2904 2.1877
H -3.0794 -2.1584 0.8458
H -3.6159 0.8430 -0.9435
H -4.4227 -0.6280 -0.3255
S 0.4429 1.5839 1.4235
C 1.3692 0.2759 2.0353
N 2.5581 -0.0269 1.5123
C 3.2264 -1.2936 1.7908
C 3.0459 -1.6146 3.2636
C 1.5591 -1.6588 3.5649
N 0.9394 -0.4262 3.0784
H 2.7573 0.4456 0.6467
H 4.2769 -1.1957 1.5246
H 2.7833 -2.0786 1.1719
H 3.5200 -0.8362 3.8648
H 3.5118 -2.5677 3.5087
H 1.3693 -1.7362 4.6340
H 1.0919 -2.5155 3.0727
H 0.0324 -0.1543 3.4204
C 1.0217 1.3817 -2.1612
C -0.2598 2.2392 -2.3315
C 0.0861 3.7111 -2.2517
C -0.9377 1.9082 -3.6515
O -1.1502 1.9173 -1.2470
H 1.5688 1.3269 -3.1011
H 0.7900 0.3282 -1.9187
H 1.6474 1.8070 -1.3788
H 0.7883 3.9904 -3.0412
H 0.5322 3.9455 -1.2835
H -0.8217 4.3055 -2.3628
H -0.3200 2.2340 -4.4914
H -1.8973 2.4249 -3.7049
H -1.1223 0.8374 -3.7446
*
```

orbital gap (alpha / beta) = 5.851 / 9.204 eV
energy relative to the best compared isomer or geometry (same formula, charge and spin) = 16.7 kcal/mol
highest occupied orbital energy (alpha / beta) = -5.59 / -8.98 eV
LUMO level (alpha / beta) = 0.3 / 0.2 eV

Here is a molecular structure, C12H22N9O5Tc in a non-equilibrium geometry from the OMol25 dataset. Energies are from wB97M-V/def2-TZVPD.

Geometry as ORCA input:
```
! RIJCOSX wB97M-V def2-TZVPD def2/J DEFGRID3
* xyz 1 2
Tc -2.2692 0.2732 -0.7756
C 0.2224 4.8083 1.3843
N 0.2938 3.5507 0.6477
C 1.6233 2.9666 0.4611
C -0.8048 2.8276 0.3668
N -0.8288 1.6572 -0.1604
N -2.0206 3.4458 0.6781
C -3.2773 2.9583 0.4412
N -4.2698 3.8274 0.7230
N -3.5191 1.7528 0.0083
H 1.2214 5.2261 1.4392
H -0.1377 4.6708 2.4078
H -0.3986 5.5465 0.8703
H 2.3046 3.7524 0.1436
H 1.6193 2.1974 -0.3064
H 1.9906 2.5287 1.3916
H 0.0752 1.1988 -0.4244
H -1.9750 4.3727 1.0604
H -4.0936 4.7786 0.9902
H -5.2250 3.5659 0.5566
H -4.5102 1.5849 -0.1016
O 2.5195 -4.6731 -0.5989
C 2.7390 -4.3188 0.6891
O 3.5417 -4.8728 1.3899
C 1.8860 -3.2081 1.1251
C 1.7361 -2.8638 2.4465
N 0.8155 -1.8945 2.4747
N 0.3448 -1.5674 1.2600
C 0.9945 -2.3550 0.4240
C 0.3013 -0.8149 -1.6186
O 0.9785 -1.5409 -2.9781
O -1.0217 -0.6112 -1.9224
H 3.0896 -5.4346 -0.7840
H 2.2147 -3.2654 3.3251
H 0.4316 -1.4414 3.2845
C -3.7602 -0.9386 -0.7878
H -3.6479 -2.0284 -0.8226
H -4.8073 -0.6993 -0.5796
C 3.0443 -1.9547 -1.8696
N 1.6513 -2.4168 -2.1038
C 0.6006 -2.2726 -1.0142
N -0.4068 -3.2404 -1.3295
O 1.0104 0.1572 -1.2389
H 3.5660 -2.0172 -2.8211
H 3.5241 -2.5815 -1.1258
H 2.9830 -0.9237 -1.5463
H 1.6289 -3.3646 -2.4783
H -0.9785 -3.4510 -0.5248
H -0.9999 -2.8977 -2.0763
*
```

orbital gap (alpha / beta) = 7.140 / 7.553 eV
energy relative to the best compared isomer or geometry (same formula, charge and spin) = 132.0 kcal/mol
highest occupied orbital energy (alpha / beta) = -10.78 / -10.62 eV
LUMO level (alpha / beta) = -3.6 / -3.1 eV

Here is a molecular structure, C12H22NO10Pt in a non-equilibrium geometry from the OMol25 dataset. Energies are from wB97M-V/def2-TZVPD.

Geometry as ORCA input:
```
! RIJCOSX wB97M-V def2-TZVPD def2/J DEFGRID3
* xyz -1 3
Pt 2.0093 -2.8439 0.1965
O -1.6429 -3.4457 1.4775
C -0.4135 -3.3338 0.9812
O 0.2852 -2.3191 1.4345
O 0.0496 -4.1437 0.2136
H -1.7658 -2.5898 1.9576
O 3.2896 -2.5948 -3.4718
C 2.8731 -2.8400 -2.2711
O 3.4346 -3.5447 -1.4432
O 1.6982 -2.3568 -2.0459
H 4.2394 -2.8560 -3.4810
O 4.0882 -0.2776 0.3362
C 4.6936 -1.5059 0.6978
O 5.8814 -1.6550 0.5008
O 3.9305 -2.3428 1.3262
H 4.8958 0.2269 0.0185
C 1.1562 1.9803 1.0047
C 0.0769 1.7934 0.0251
C 0.2143 0.5734 -0.8651
C -1.1672 0.2518 -1.5258
C -2.1041 -0.3339 -0.4120
C -2.4319 0.7383 0.5939
N -1.1563 1.4551 0.9811
O -1.4331 2.6747 1.6007
C -3.4855 1.6614 -0.0273
C -2.8150 0.1120 1.9230
C -0.1552 2.9961 -0.7588
H 0.9783 2.9172 1.5188
H 1.9998 2.1391 0.3238
H 1.1280 1.0580 1.5501
H 0.9733 0.7217 -1.6375
H 0.5422 -0.3282 -0.3350
H -1.1680 -0.4321 -2.3674
H -1.7008 1.1127 -1.8561
H -1.5403 -1.1075 0.0579
H -3.0740 -0.6357 -0.7396
H -3.0072 2.1864 -0.8600
H -4.3125 1.0623 -0.3805
H -3.8373 2.3187 0.8035
H -2.1454 -0.7012 2.1590
H -2.6616 0.9050 2.6287
H -3.8835 -0.1859 2.0580
H 0.7620 3.2737 -1.2363
H -0.4148 3.9018 -0.1181
H -0.9305 3.0761 -1.5401
H -1.9530 3.2381 1.0040
*
```

orbital gap (alpha / beta) = 7.678 / 8.332 eV
highest occupied orbital energy (alpha / beta) = -5.12 / -6.00 eV
LUMO level (alpha / beta) = 2.6 / 2.3 eV

Copy entry 5 word for word.
Here is a gas-phase ion, C12H22FN3O6P (charge -1) in a non-equilibrium geometry from the OMol25 dataset. Energies are from wB97M-V/def2-TZVPD.

Geometry as ORCA input:
```
! RIJCOSX wB97M-V def2-TZVPD def2/J DEFGRID3
* xyz -1 1
C -1.6481 -4.7310 0.6696
C -2.9046 -4.1751 -0.2543
O -3.4538 -5.0188 -1.1368
O -3.4263 -2.7728 -0.1791
C -2.3763 -1.9210 -0.7684
C -2.7469 -0.3072 -0.7793
C -1.9056 0.4921 -1.9350
C -0.8423 1.6198 -1.3490
N -0.3131 1.3132 0.0338
P -0.5488 2.8059 0.9733
N 0.0909 2.7043 2.6332
O -2.2973 3.0229 1.2044
C 1.1139 0.8200 0.0314
C 2.2488 1.9492 -0.3185
C 3.7818 1.2847 -0.2383
N 4.8034 2.3863 -0.5917
C 1.5024 0.0314 1.4551
C 0.2163 -0.8027 2.0532
O -0.8804 -0.2673 2.6077
F 0.2285 -2.3058 1.9366
C 1.2857 -0.3629 -1.1399
O 1.7202 -0.0490 -2.3924
O 1.0396 -1.7999 -0.8964
H -1.4993 -5.9065 0.5388
H -0.6692 -4.2111 0.2924
H -1.8157 -4.5436 1.8324
H -1.4278 -2.0312 -0.0592
H -2.1036 -2.2960 -1.8681
H -3.9057 -0.2518 -1.0548
H -2.6546 0.1273 0.3025
H -1.3104 -0.3073 -2.5488
H -2.7145 1.0671 -2.5975
H -1.4851 2.6204 -1.2415
H 0.0079 1.9047 -2.1378
H 0.9735 3.2816 2.6213
H -0.5267 3.1970 3.3266
H -2.7953 2.2362 0.8348
H 2.1734 2.3787 -1.4281
H 2.2775 2.8726 0.3985
H 3.9548 0.4370 -1.0261
H 4.0656 0.9663 0.8739
H 5.7379 1.9025 -0.4334
H 4.7152 2.5129 -1.6250
H 2.3760 -0.7163 1.1882
H 1.9385 0.8435 2.1919
*
```

orbital gap = 7.962 eV
SMILES = CC(=O)OCCCCN(P(N)O)[C@@](CCN)(CC(=O)F)C(=O)[O-]
highest occupied orbital energy = -5.02 eV
LUMO level = 2.9 eV